C18H27CdClNO4P2 as an isolated structure at a distorted geometry, computed with ωB97M-V/def2-TZVPD.

Values from the calculation:
- HOMO level: -0.403 Ha
- Kohn-Sham gap: 8.19 eV
- LUMO: -2.77 eV

Geometry as ORCA input:
```
! RIJCOSX wB97M-V def2-TZVPD def2/J DEFGRID3
* xyz 1 1
Cd 0.125 -0.176 0.237
P -2.300 -0.256 -0.642
C -2.218 0.585 -2.292
C -0.835 0.803 -2.829
N 0.258 0.628 -2.057
C 1.478 1.043 -2.466
C 1.645 1.717 -3.681
C 0.517 1.959 -4.460
C -0.721 1.475 -4.048
C 2.717 0.666 -1.647
P 2.448 -0.840 -0.585
H -1.635 1.610 -4.622
H 2.638 2.091 -3.935
H 0.587 2.568 -5.359
H 3.568 0.426 -2.310
H 3.048 1.464 -0.951
H -2.964 0.219 -3.001
H -2.678 1.588 -2.087
H -1.071 -3.965 -4.053
O -1.377 -3.707 -4.933
H -2.279 -3.365 -4.796
H -0.434 -4.714 -0.734
O -0.271 -4.805 -1.698
H 0.617 -4.439 -1.831
C 2.875 -2.245 -1.676
H 3.897 -2.163 -2.065
H 2.783 -3.189 -1.126
H 2.180 -2.294 -2.521
C 3.709 -0.798 0.725
H 3.606 -1.689 1.358
H 4.730 -0.742 0.330
H 3.515 0.068 1.369
C -3.075 1.233 0.133
H -4.050 1.387 -0.351
H -3.159 1.127 1.218
H -2.430 2.093 -0.098
C -3.595 -1.563 -0.576
H -3.795 -1.811 0.479
H -4.517 -1.228 -1.067
H -3.233 -2.473 -1.076
Cl -0.377 2.877 8.291
C -0.196 2.248 6.708
C 0.253 0.929 6.544
C 0.369 0.410 5.260
C 0.075 1.208 4.152
C -0.359 2.528 4.311
C -0.507 3.049 5.596
C 0.213 0.654 2.769
O 0.448 -0.593 2.588
O 0.054 1.503 1.813
H 0.484 0.312 7.406
H 0.690 -0.616 5.094
H -0.580 3.145 3.441
H -0.870 4.058 5.750
*
```

***

C18H27Cl2MnN2O4 as an isolated structure at a distorted geometry, computed with ωB97M-V/def2-TZVPD.

Values from the calculation:
- HOMO level (alpha / beta): -0.312 / -0.309 Ha
- Kohn-Sham gap (alpha / beta): 6.06 / 6.36 eV
- <S²>: 6.281
- LUMO (alpha / beta): -2.42 / -2.06 eV

Geometry as ORCA input:
```
! RIJCOSX wB97M-V def2-TZVPD def2/J DEFGRID3
* xyz 0 5
O 0.855 -0.127 -0.753
C -0.321 0.187 -1.163
C -0.338 1.549 -1.857
C 0.369 2.616 -1.303
H 0.753 2.485 -0.287
C 0.603 3.817 -1.993
H 1.224 4.585 -1.510
C 0.048 3.989 -3.263
H 0.214 4.915 -3.808
C -0.716 2.954 -3.820
H -1.157 3.085 -4.819
C -0.905 1.740 -3.122
H -1.491 0.928 -3.573
H -0.806 -0.506 -1.893
C -2.788 -1.079 -0.314
C -1.873 0.075 -0.032
H -3.590 -0.615 -0.923
H -3.261 -1.626 0.551
H -2.312 -1.830 -0.944
C -2.406 1.357 0.336
C -3.850 1.589 0.718
H -1.953 2.294 -0.034
H -4.472 2.067 -0.076
H -3.952 2.272 1.588
H -4.385 0.664 1.009
Mn -1.203 0.150 1.696
Cl 0.026 2.098 1.957
Cl -2.730 -0.300 3.222
H 4.599 1.311 -0.931
H 4.662 1.784 1.722
C 3.525 1.478 -0.744
C 3.569 1.697 1.713
N 3.122 0.962 0.549
H 2.935 0.966 -1.515
C 2.641 -0.314 0.662
O 2.357 -0.881 1.696
H 3.219 1.190 2.610
H 2.659 -0.834 -0.333
H 3.340 2.558 -0.784
H 3.149 2.705 1.672
H -0.524 -5.359 2.396
H 1.351 -5.698 0.593
C -1.018 -4.744 1.648
C 0.805 -4.976 -0.028
N -0.006 -4.108 0.820
H -1.620 -3.981 2.123
C 0.088 -2.760 0.801
O -0.719 -2.029 1.384
H 1.518 -4.368 -0.605
H 0.965 -2.348 0.222
H -1.631 -5.391 1.025
H 0.160 -5.538 -0.719
O 0.839 -0.385 4.749
C 0.431 -0.267 3.685
*
```

***

C18H27ClFNO4Si2 as an isolated structure at a distorted geometry, computed with ωB97M-V/def2-TZVPD.

Values from the calculation:
- HOMO level: -0.336 Ha
- Kohn-Sham gap: 9.71 eV
- Energy relative to the best compared isomer or geometry (same formula, charge and spin): 0.000 eV
- LUMO: 0.56 eV

Geometry as ORCA input:
```
! RIJCOSX wB97M-V def2-TZVPD def2/J DEFGRID3
* xyz 0 1
C 2.463 -0.888 3.946
C 1.481 -0.303 4.963
C 0.013 -0.623 4.671
C -0.438 -0.310 3.227
C -0.990 -1.522 2.470
C -2.149 -1.212 1.510
Si -1.834 -0.384 -0.121
C -3.540 -0.078 -0.898
C -4.150 1.181 -0.387
O -4.347 1.385 0.785
O -1.018 -1.325 -1.217
Si 0.598 -1.649 -1.309
C 0.807 -3.484 -1.109
Cl 1.678 -0.752 0.209
C 1.310 -1.144 -2.965
C 1.613 0.310 -3.223
C 0.893 1.017 -4.182
C 1.131 2.368 -4.413
C 2.111 3.040 -3.690
C 2.867 2.336 -2.757
C 2.621 0.988 -2.529
C -1.008 1.355 0.052
O -0.923 1.958 1.081
N -0.444 1.922 -1.151
C -1.344 2.228 -2.165
O -1.900 1.486 -2.896
F -1.557 3.564 -2.233
H 2.599 -0.220 3.096
H 3.444 -1.021 4.401
H 2.122 -1.857 3.580
H 1.618 0.775 5.059
H 1.718 -0.723 5.944
H -0.191 -1.666 4.919
H -0.593 -0.025 5.355
H -1.213 0.456 3.256
H 0.394 0.140 2.687
H -1.381 -2.211 3.224
H -0.190 -2.073 1.968
H -2.619 -2.159 1.226
H -2.899 -0.604 2.020
H -3.481 -0.106 -1.982
H -4.165 -0.900 -0.539
H -4.423 1.960 -1.120
H 0.112 -3.864 -0.362
H 1.833 -3.708 -0.823
H 0.591 -3.963 -2.066
H 2.209 -1.742 -3.135
H 0.568 -1.474 -3.698
H 0.118 0.524 -4.755
H 0.554 2.901 -5.157
H 2.303 4.093 -3.846
H 3.645 2.830 -2.191
H 3.227 0.464 -1.803
H 0.156 2.711 -0.925
*
```

***

A 10-piece molecular cluster, C18H27ClN9O4 overall at a distorted geometry, computed with ωB97M-V/def2-TZVPD.

Values from the calculation:
- HOMO level (alpha / beta): -0.419 / -0.419 Ha
- Kohn-Sham gap (alpha / beta): 10.92 / 4.17 eV
- Energy relative to the best compared isomer or geometry (same formula, charge and spin): 0.000 eV
- <S²>: 0.765
- LUMO (alpha / beta): -0.48 / -7.22 eV

Geometry as ORCA input:
```
! RIJCOSX wB97M-V def2-TZVPD def2/J DEFGRID3
* xyz 0 2
Cl -0.400 -0.936 0.435
O 0.099 0.385 0.696
O 0.750 -1.720 0.027
O -1.053 -1.495 1.607
O -1.316 -0.785 -0.674
C 0.670 -2.324 -3.182
C 1.271 -2.523 -4.521
N 1.767 -2.707 -5.535
H -0.419 -2.299 -3.197
H 1.083 -1.436 -2.703
H 1.086 -3.129 -2.577
C 0.067 3.180 2.600
C 1.478 2.999 2.969
N 2.630 2.818 3.170
H -0.208 2.984 1.563
H -0.197 4.208 2.849
H -0.501 2.600 3.328
C 2.513 -2.827 2.595
C 2.626 -1.435 2.940
N 2.750 -0.340 3.201
H 2.692 -3.481 3.448
H 3.019 -3.073 1.662
H 1.505 -3.112 2.291
C -3.674 1.530 0.626
C -4.294 1.405 1.895
N -4.838 1.317 2.887
H -3.403 0.637 0.062
H -2.780 2.085 0.913
H -4.247 2.128 -0.083
C 4.490 -0.478 -0.442
C 4.823 0.378 0.714
N 4.997 1.010 1.651
H 4.631 0.079 -1.369
H 3.430 -0.720 -0.367
H 5.187 -1.317 -0.425
C -0.724 -1.914 4.926
C 0.195 -2.963 5.411
N 0.878 -3.802 5.778
H -1.029 -1.264 5.747
H -1.718 -2.202 4.585
H -0.272 -1.296 4.151
C -3.681 -1.691 -3.157
C -3.769 -1.020 -4.429
N -3.766 -0.431 -5.442
H -4.112 -1.043 -2.393
H -2.681 -1.772 -2.732
H -4.101 -2.689 -3.288
C -2.282 1.964 -2.974
C -1.209 1.596 -3.891
N -0.428 1.364 -4.696
H -3.270 1.945 -3.435
H -2.187 3.046 -2.879
H -2.165 1.554 -1.971
C 2.058 2.530 -1.380
C 0.889 3.381 -1.511
N -0.049 4.127 -1.541
H 2.873 3.099 -0.933
H 2.399 2.146 -2.342
H 1.916 1.726 -0.658
*
```

***

C18H27FIN3O3P as an isolated structure at a distorted geometry, computed with ωB97M-V/def2-TZVPD.

Values from the calculation:
- HOMO level: -0.389 Ha
- Kohn-Sham gap: 6.79 eV
- LUMO: -3.80 eV

Geometry as ORCA input:
```
! RIJCOSX wB97M-V def2-TZVPD def2/J DEFGRID3
* xyz 1 1
C 3.352 -0.419 -0.154
C 3.498 -1.734 -0.965
P 2.366 -2.005 -2.406
C 2.881 -1.046 -3.904
C 3.837 0.144 -3.660
C 0.568 -1.698 -1.976
I -0.594 -2.831 -3.402
C 0.278 -2.286 -0.592
C -1.112 -1.865 -0.159
N -1.113 -0.365 0.059
C -0.098 0.221 -0.641
N 0.528 1.202 -0.064
N 0.260 -0.204 -1.910
C -0.716 0.282 -2.910
C -0.816 1.831 -2.749
O 0.115 2.472 -2.949
O -2.037 2.381 -2.384
C -2.016 3.026 -1.140
C -3.029 2.508 -0.126
O -1.290 3.879 -0.866
H 3.008 0.430 -0.741
H 2.666 -0.515 0.691
H 4.321 -0.156 0.273
H 4.535 -1.880 -1.257
H 3.284 -2.550 -0.273
H 3.357 -1.763 -4.569
H 2.015 -0.677 -4.458
H 3.736 0.817 -4.515
H 4.881 -0.163 -3.662
H 3.600 0.739 -2.783
H 0.289 -3.369 -0.715
H 1.060 -2.059 0.137
H -1.365 -2.394 0.755
H -1.882 -2.057 -0.903
H -0.836 -0.256 1.039
H 0.535 1.274 0.944
H 1.050 1.839 -0.658
H -1.732 -0.092 -2.759
H -0.372 0.144 -3.928
H -2.566 2.394 0.847
H -3.845 3.226 -0.115
H -3.403 1.547 -0.475
F -0.826 -1.291 3.246
C -1.550 -0.556 4.132
C -1.431 -0.820 5.479
C -2.169 -0.065 6.378
C -3.020 0.932 5.917
C -3.128 1.179 4.556
C -2.382 0.432 3.655
H -0.769 -1.607 5.817
H -2.082 -0.255 7.439
H -3.598 1.516 6.620
H -3.794 1.952 4.196
H -2.449 0.615 2.589
*
```

***

C18H27GaN3O6P2Si as an isolated structure, computed with ωB97M-V/def2-TZVPD.

Values from the calculation:
- HOMO level: -0.437 Ha
- Kohn-Sham gap: 8.70 eV
- Energy relative to the best compared isomer or geometry (same formula, charge and spin): 0.130 eV
- LUMO: -3.18 eV

Geometry as ORCA input:
```
! RIJCOSX wB97M-V def2-TZVPD def2/J DEFGRID3
* xyz 1 1
Ga -0.289 -0.433 -0.585
N 2.137 -0.642 2.545
C 2.142 0.717 1.909
C 3.056 1.654 2.678
P 2.729 0.509 0.166
O 3.962 -0.501 0.486
O 3.180 1.753 -0.459
O 1.667 -0.360 -0.516
P 0.392 1.308 1.900
O 0.103 1.181 3.485
O 0.231 2.666 1.380
O -0.401 0.146 1.273
H 3.060 -1.073 2.442
H 1.458 -1.241 2.067
H 1.872 -0.569 3.529
H 4.086 1.293 2.671
H 2.722 1.774 3.709
H 3.039 2.629 2.193
H 4.750 -0.193 0.006
H -0.267 2.001 3.845
C -4.808 -0.118 -0.196
C -3.548 -0.670 -0.447
N -2.493 0.072 -0.715
C -2.634 1.408 -0.752
C -3.840 2.063 -0.465
C -4.951 1.248 -0.183
C -3.878 3.493 -0.500
C -2.788 4.202 -0.873
C -1.571 3.552 -1.249
C -0.433 4.236 -1.714
C 0.664 3.521 -2.115
C 0.658 2.131 -1.991
N -0.373 1.469 -1.493
C -1.489 2.160 -1.161
H -5.649 -0.772 -0.014
H -3.387 -1.740 -0.422
H -5.910 1.705 0.025
H -4.801 3.994 -0.240
H -2.826 5.283 -0.913
H -0.437 5.318 -1.753
H 1.548 4.011 -2.495
H 1.511 1.545 -2.292
C 2.003 -3.341 -2.178
Si 0.724 -3.658 -0.840
C -0.128 -5.334 -0.976
C 1.524 -3.547 0.882
C -0.659 -2.366 -0.911
H 2.739 -4.143 -2.248
H 2.529 -2.407 -1.971
H 1.522 -3.243 -3.153
H 0.591 -6.156 -0.945
H -0.686 -5.418 -1.911
H -0.829 -5.478 -0.151
H 1.844 -4.517 1.261
H 0.788 -3.146 1.588
H 2.408 -2.905 0.832
H -1.408 -2.643 -0.161
H -1.158 -2.426 -1.884
*
```